The following is a quantum chemistry calculation of C3H4Cl2Si as an isolated structure at a distorted geometry, from the OMol25 dataset.

XYZ file:
```
10
Properties=species:S:1:pos:R:3
C -2.3066 0.7361 1.0372
C -1.3727 0.0966 0.6022
C -0.0301 -0.8765 -0.3571
Si 1.4559 0.2966 -0.5359
Cl 2.9628 -0.8267 -1.1769
Cl 1.8097 0.8453 1.4708
H -3.2205 1.2173 1.2268
H -0.5555 -1.2216 -1.1665
H 0.1495 -1.6995 0.4388
H 1.1075 1.4324 -1.5394
```

The calculation puts the HOMO energy at -10.221 eV. For the frontier orbital gap, the calculation gives 10.81 eV. The value obtained for the energy above the lowest of the compared OMol25 structures with the same formula, charge and spin is 39.8 kcal per mole.

Here are the Löwdin charges for atoms 1 to 8, given in e: 0.005 -0.114 -0.255 -0.251 0.326 0.233 0.000 -0.010

***

The following is a quantum chemistry calculation of the molecule C3H4ClF at a distorted geometry, from the OMol25 dataset.

XYZ file:
```
9
Properties=species:S:1:pos:R:3
F -1.5913 -1.2561 -0.1126
C -0.5897 -0.5899 0.4962
C -0.2855 0.8086 0.0521
C 0.7385 -0.0997 -0.5729
Cl 2.3380 -0.1775 0.0823
H -0.3176 -0.9913 1.4551
H -0.9989 1.2599 -0.6269
H 0.0681 1.4929 0.8131
H 0.6384 -0.4470 -1.5863
```

As for the SMILES: F[C@@H]1C[C@H]1Cl. The calculation puts the HOMO energy at -9.019 eV. For the frontier orbital gap, the calculation gives 10.16 eV. The value obtained for the energy above the lowest of the compared OMol25 structures with the same formula, charge and spin is 24.4 kcal per mole.

Here are the Löwdin charges for atoms 1 to 8, given in e: 0.007 -0.232 -0.175 -0.618 0.596 0.126 0.111 0.103

***

The following is a quantum chemistry calculation of the molecule C3H4ClF at a distorted geometry, from the OMol25 dataset.

XYZ file:
```
9
Properties=species:S:1:pos:R:3
C 1.4183 0.6810 0.5747
C 0.3698 -0.0484 -0.0391
C -1.2686 -0.4774 -0.3762
F -1.6217 -1.4969 0.4013
Cl -2.2567 0.9650 0.0274
H 2.3934 0.3830 0.2674
H 1.3884 1.3259 1.3307
H 0.9009 -0.6621 -0.7643
H -1.3238 -0.6701 -1.4217
```

As for the SMILES: C=C[C@@H](F)Cl. The calculation puts the HOMO energy at -10.144 eV. For the frontier orbital gap, the calculation gives 11.00 eV. The value obtained for the energy above the lowest of the compared OMol25 structures with the same formula, charge and spin is 45.6 kcal per mole.

Here are the Löwdin charges for atoms 1 to 8, given in e: 0.029 -0.079 -0.681 -0.016 0.586 0.040 -0.009 0.050

***

The following is a quantum chemistry calculation of the molecule C3H4ClF at a distorted geometry, from the OMol25 dataset.

XYZ file:
```
9
Properties=species:S:1:pos:R:3
F -1.4273 -1.7839 0.3909
C -0.3509 -1.0217 -0.0883
C 0.7205 -0.6834 0.9423
C -0.1583 0.3577 0.3646
Cl 0.5893 1.5368 -0.7851
H 0.0648 -1.2556 -1.0850
H 1.7452 -0.6056 0.6358
H 0.6728 -1.0326 2.0210
H -0.9223 0.9081 0.9458
```

As for the SMILES: F[C@@H]1C[C@H]1Cl. The calculation puts the HOMO energy at -10.731 eV. For the frontier orbital gap, the calculation gives 11.84 eV. The value obtained for the energy above the lowest of the compared OMol25 structures with the same formula, charge and spin is 15.5 kcal per mole.

Here are the Löwdin charges for atoms 1 to 8, given in e: -0.008 -0.302 -0.114 -0.634 0.569 0.148 0.087 0.137

***

The following is a quantum chemistry calculation of the molecule C3H4ClF2NS at a distorted geometry, from the OMol25 dataset.

XYZ file:
```
12
Properties=species:S:1:pos:R:3
C -1.2716 -0.3086 0.3338
C 0.1722 0.0264 0.0279
N 1.1255 -0.7569 -0.2836
S 0.7676 -2.4195 -0.1789
C 0.4917 1.4914 -0.1404
F 1.7916 1.6444 -0.2028
F -0.0221 2.1401 0.9225
Cl -0.2375 2.1752 -1.6490
H -1.3459 -0.6157 1.3546
H -1.9754 0.5105 0.1239
H -1.5700 -1.1712 -0.2182
H 2.0739 -2.7161 -0.0898
```

As for the SMILES: C/C(=N\S)C(F)(F)Cl. The calculation puts the HOMO energy at -9.423 eV. For the frontier orbital gap, the calculation gives 9.99 eV. The value obtained for the energy above the lowest of the compared OMol25 structures with the same formula, charge and spin is 2.2 kcal per mole.

Here are the Löwdin charges for atoms 1 to 8, given in e: -0.061 -0.450 -0.292 0.774 -0.903 0.085 0.062 0.700

***

The following is a quantum chemistry calculation of a 2-piece molecular cluster, C3H4ClF3 overall at a distorted geometry, from the OMol25 dataset.

XYZ file:
```
11
Properties=species:S:1:pos:R:3
C 0.4098 -1.4356 -0.4565
C -0.5656 -0.1893 -0.5002
C 0.0376 1.3620 0.9755
F 1.6475 -1.0016 -0.8536
F -0.6960 2.4572 0.7810
F -0.0834 0.8936 2.1721
Cl -0.5389 0.5764 -2.0495
H -0.1016 -2.1029 -1.2074
H 0.4416 -1.8487 0.5461
H -1.6089 -0.2174 -0.0859
H 1.0579 1.5064 0.6783
```

The calculation puts the HOMO energy (alpha / beta) at -6.178 / -11.173 eV. As for the multiplicity: 3. For the frontier orbital gap (alpha / beta), the calculation gives 7.10 / 9.50 eV. Its expectation value of S² is 2.0061.

Here are the Löwdin charges for atoms 1 to 8, given in e: -0.266 -0.584 -0.347 -0.064 0.062 0.108 0.641 0.119

***

The following is a quantum chemistry calculation of the molecule C3H4ClFO at a distorted geometry, from the OMol25 dataset.

XYZ file:
```
10
Properties=species:S:1:pos:R:3
F 0.6932 0.5233 1.4835
C -0.0041 0.5877 0.3669
Cl 1.0816 1.2561 -0.5772
C -0.2555 -0.8992 -0.1643
C -1.2233 -1.9071 0.3325
O -1.4878 -0.9597 -0.9355
H -1.1860 1.0010 0.2970
H 0.6169 -1.3773 -0.6946
H -1.2034 -2.9652 -0.1083
H -2.0530 -1.7338 1.2406
```

As for the SMILES: F[C@@H](Cl)[C@H]1CO1. The calculation puts the HOMO energy at -10.533 eV. For the frontier orbital gap, the calculation gives 11.53 eV. The value obtained for the energy above the lowest of the compared OMol25 structures with the same formula, charge and spin is 75.5 kcal per mole.

Here are the Löwdin charges for atoms 1 to 8, given in e: -0.053 -0.899 0.863 -0.377 -0.019 -0.132 0.195 0.139

***

The following is a quantum chemistry calculation of the molecule C3H4ClFOS at a distorted geometry, from the OMol25 dataset.

XYZ file:
```
11
Properties=species:S:1:pos:R:3
O 0.9191 1.9434 0.1022
C 0.0756 1.1018 -0.5349
C 0.4658 -0.3979 -0.8026
S 2.0153 -0.8826 0.0049
C -0.6347 -0.0240 0.1640
F -0.4167 -0.1498 1.4859
Cl -2.3106 -0.3511 -0.2309
H 1.4906 1.4848 0.7463
H -0.4702 1.5310 -1.3951
H 0.2186 -0.8541 -1.6761
H 2.7546 -0.3518 -0.9792
```

As for the SMILES: O[C@H]1[C@@H](S)[C@]1(F)Cl. The calculation puts the HOMO energy at -9.577 eV. For the frontier orbital gap, the calculation gives 10.10 eV. The value obtained for the energy above the lowest of the compared OMol25 structures with the same formula, charge and spin is 26.7 kcal per mole.

Here are the Löwdin charges for atoms 1 to 8, given in e: 0.002 -0.351 -0.489 0.806 -0.877 0.011 0.715 0.079

***

The following is a quantum chemistry calculation of the molecule C3H4ClFS at a distorted geometry, from the OMol25 dataset.

XYZ file:
```
10
Properties=species:S:1:pos:R:3
F -0.7811 1.8910 0.3141
C -0.8215 0.4673 0.1492
Cl -2.3964 0.1674 -0.3610
C -0.1482 -0.6071 0.8789
C 0.3627 -0.3677 -0.4696
S 1.9088 0.4579 -0.1990
H -1.0268 -1.4043 1.0383
H 0.8510 -0.5028 1.5653
H 0.4064 -1.0290 -1.3504
H 1.6453 0.9274 -1.5659
```

As for the SMILES: F[C@]1(Cl)C[C@@H]1S. The calculation puts the HOMO energy at -9.263 eV. For the frontier orbital gap, the calculation gives 9.85 eV. The value obtained for the energy above the lowest of the compared OMol25 structures with the same formula, charge and spin is 62.1 kcal per mole.

Here are the Löwdin charges for atoms 1 to 8, given in e: -0.083 -0.890 0.773 -0.239 -0.670 0.755 0.142 0.126

***

The following is a quantum chemistry calculation of a 2-piece molecular cluster, C3H4ClI overall at a distorted geometry, from the OMol25 dataset.

XYZ file:
```
9
Properties=species:S:1:pos:R:3
C -0.3248 -0.0126 -0.4127
C -1.4905 0.6062 -0.7511
C 1.2048 -0.4585 0.9774
Cl -2.5834 1.2207 0.4030
I 2.9070 -0.7383 -0.0818
H 0.6652 -1.4327 1.3993
H 0.2981 -0.3300 -1.2755
H -1.7726 0.7291 -1.7435
H 1.0963 0.4160 1.4850
```

The calculation puts the HOMO energy at -9.443 eV. For the frontier orbital gap, the calculation gives 9.53 eV. The value obtained for the energy above the lowest of the compared OMol25 structures with the same formula, charge and spin is 65.1 kcal per mole.

Here are the Löwdin charges for atoms 1 to 8, given in e: -0.111 -0.676 -0.670 0.591 0.838 0.066 -0.003 0.027

***

E_tot in eV, matching the order above: -36097.3958, -18414.0144, -18413.0965, -18414.4012, -33457.9414, -23845.0923, -20459.4417, -31296.9656, -29247.9044, -23795.0501